[1]
# C42H56BFN10O3RhS3Se

A structure of composition C42H56BFN10O3RhS3Se in a non-equilibrium geometry (ωB97M-V with the def2-TZVPD basis set, the Open Molecules 2025 dataset).

Calculated values
energy relative to the best compared isomer or geometry (same formula, charge and spin) = 192.8 kJ/mol
HOMO level = -8.622 eV
LUMO = -3.108 eV
Kohn-Sham gap = 5.514 eV

The geometry in ORCA input format:
```
! RIJCOSX wB97M-V def2-TZVPD def2/J DEFGRID3
* xyz 1 1
Rh 1.49 0.05 -0.25
C 5.53 -2.63 -2.38
C 4.06 -2.96 -2.63
C 3.33 -3.24 -1.31
C 3.98 -4.20 -3.52
N 3.40 -1.83 -3.30
C 2.74 -1.89 -4.50
C 2.26 -0.65 -4.76
N 2.62 0.18 -3.74
B 2.29 1.69 -3.85
N 3.12 2.55 -2.88
C 4.30 3.09 -3.30
C 4.86 3.74 -2.26
N 4.03 3.61 -1.18
C 2.97 2.87 -1.58
S 1.59 2.45 -0.66
C 4.44 4.12 0.14
C 5.68 3.32 0.56
C 4.78 5.61 -0.01
C 3.37 3.97 1.20
N 0.78 1.96 -3.65
C 0.20 3.09 -4.16
C -1.10 3.10 -3.82
N -1.35 1.97 -3.10
C -0.18 1.29 -2.99
S 0.02 -0.23 -2.23
C -2.62 1.64 -2.42
C -3.13 0.28 -2.91
C -2.36 1.65 -0.91
C -3.67 2.71 -2.73
C 3.30 -0.56 -2.84
S 3.95 0.02 -1.38
H 6.00 -3.48 -1.88
H 5.64 -1.76 -1.75
H 6.05 -2.45 -3.32
H 3.66 -4.19 -0.89
H 2.26 -3.28 -1.47
H 3.54 -2.46 -0.57
H 4.52 -5.01 -3.03
H 4.45 -4.02 -4.48
H 2.95 -4.52 -3.66
H 2.63 -2.78 -5.07
H 1.69 -0.29 -5.59
H 2.56 2.03 -4.95
H 4.64 2.98 -4.31
H 5.79 4.27 -2.22
H 6.50 3.45 -0.15
H 5.43 2.26 0.60
H 6.01 3.64 1.54
H 5.64 5.78 -0.65
H 5.00 6.02 0.97
H 3.93 6.15 -0.42
H 3.13 2.92 1.37
H 2.46 4.49 0.93
H 3.74 4.38 2.14
H 0.77 3.79 -4.72
H -1.85 3.82 -4.06
H -2.40 -0.50 -2.72
H -3.33 0.32 -3.97
H -4.06 0.03 -2.39
H -1.62 0.89 -0.64
H -3.28 1.45 -0.37
H -1.98 2.63 -0.62
H -3.89 2.75 -3.80
H -3.36 3.69 -2.38
H -4.59 2.46 -2.21
C -1.61 -2.45 5.63
C -1.20 -3.61 4.74
N -0.78 -3.17 3.43
C 0.54 -2.93 3.21
C 1.04 -2.46 2.04
C 2.51 -1.98 2.04
O 3.28 -2.53 2.80
O 2.75 -0.99 1.29
C 0.19 -2.33 0.89
O 0.61 -2.03 -0.25
C -1.23 -2.50 1.16
C -2.15 -2.22 0.15
C -3.50 -2.30 0.39
F -4.36 -2.02 -0.62
C -3.99 -2.65 1.65
C -3.07 -2.91 2.66
C -1.69 -2.87 2.44
N -5.37 -2.72 1.99
C -6.33 -2.04 1.15
C -7.63 -1.88 1.98
N -7.30 -2.27 3.38
C -7.02 -3.73 3.45
C -5.90 -4.01 2.41
H -1.96 -2.81 6.59
H -2.39 -1.85 5.17
H -0.76 -1.79 5.80
H -2.01 -4.34 4.63
H -0.36 -4.13 5.20
H 1.21 -3.09 4.04
H -1.79 -1.93 -0.83
H -3.46 -3.12 3.65
H -6.55 -2.60 0.23
H -5.93 -1.07 0.87
H -8.42 -2.53 1.62
H -7.98 -0.85 1.96
H -8.03 -1.99 4.04
H -6.40 -1.80 3.59
H -7.93 -4.28 3.21
H -6.70 -3.98 4.46
H -6.31 -4.56 1.55
H -5.11 -4.61 2.85
Se 0.01 0.56 1.91
C 0.01 2.37 2.51
C -1.07 3.19 2.22
C -1.04 4.51 2.65
N -0.05 5.02 3.36
C 0.96 4.22 3.67
C 1.05 2.89 3.28
H -1.91 2.81 1.66
H -1.85 5.19 2.41
H 1.74 4.68 4.26
H 1.90 2.29 3.55
*
```

[2]
# C3H8OS2

An isolated molecule of C3H8OS2 in a non-equilibrium geometry (ωB97M-V with the def2-TZVPD basis set, the Open Molecules 2025 dataset).

Calculated values
energy relative to the best compared isomer or geometry (same formula, charge and spin) = 134.8 kJ/mol
HOMO level = -9.264 eV
LUMO = 0.775 eV
Kohn-Sham gap = 10.039 eV
structure (SMILES) = CCOC(S)S

The geometry in ORCA input format:
```
! RIJCOSX wB97M-V def2-TZVPD def2/J DEFGRID3
* xyz 0 1
C -1.71 -0.07 0.58
C -0.89 0.54 -0.52
C 1.25 -0.24 0.21
O 0.23 -0.21 -0.77
S 2.14 1.21 0.61
S 2.27 -1.61 -0.43
H -1.09 -0.45 1.47
H -2.55 0.56 1.00
H -2.28 -0.81 0.10
H -0.46 1.53 -0.43
H -1.46 0.47 -1.49
H 0.77 -0.45 1.26
H 2.58 1.67 -0.55
H 1.18 -2.14 -1.03
*
```

[3]
# C6H10IO3

A cluster of 2 separate species, C6H10IO3 in total (ωB97M-V with the def2-TZVPD basis set, the Open Molecules 2025 dataset).

Calculated values
energy relative to the best compared isomer or geometry (same formula, charge and spin) = 37.5 kJ/mol
HOMO level = -3.154 eV
LUMO = 3.042 eV
Kohn-Sham gap = 6.196 eV

The geometry in ORCA input format:
```
! RIJCOSX wB97M-V def2-TZVPD def2/J DEFGRID3
* xyz -1 1
C -0.28 -0.78 1.13
C 0.52 1.06 -2.31
C 1.85 -0.61 2.49
C -0.86 0.50 -2.03
C -1.51 1.13 -0.81
C 0.62 -1.29 2.01
O -1.39 -1.54 0.82
O -0.17 0.37 0.55
O -2.63 0.79 -0.43
I 0.24 -3.23 2.82
H 1.15 0.87 -1.44
H 0.97 0.58 -3.18
H 0.47 2.13 -2.48
H 2.77 -1.10 2.14
H 1.84 0.41 2.10
H 1.89 -0.56 3.58
H -1.54 0.70 -2.88
H -0.82 -0.58 -1.90
H -1.11 2.12 -0.54
H -2.00 -0.96 0.34
*
```

[4]
# C23H52F6N3O8Pd

A structure of composition C23H52F6N3O8Pd in a non-equilibrium geometry (ωB97M-V with the def2-TZVPD basis set, the Open Molecules 2025 dataset).

Calculated values
energy relative to the best compared isomer or geometry (same formula, charge and spin) = 11.1 kJ/mol
HOMO level (spin up / spin down) = -3.950 / -3.820 eV
LUMO (spin up / spin down) = 2.264 / 2.259 eV
Kohn-Sham gap (spin up / spin down) = 6.214 / 6.079 eV

The geometry in ORCA input format:
```
! RIJCOSX wB97M-V def2-TZVPD def2/J DEFGRID3
* xyz -1 3
Pd 21.86 6.52 6.18
C 22.61 3.07 5.32
O 21.56 2.81 4.34
O 22.13 4.22 5.99
C 23.12 1.72 5.96
F 22.71 0.59 5.37
F 24.40 1.77 6.17
F 22.60 1.71 7.16
C 22.01 2.52 2.94
C 20.72 2.46 2.11
H 20.93 2.43 1.04
H 20.14 1.57 2.35
H 20.05 3.30 2.31
H 22.50 1.56 2.77
H 22.57 3.33 2.46
H 23.46 3.46 4.77
C 19.28 8.24 4.79
O 20.23 9.19 4.40
O 20.05 7.03 4.91
C 18.35 8.85 5.87
F 17.67 7.89 6.44
F 19.05 9.49 6.81
F 17.39 9.68 5.37
C 20.13 10.22 3.39
C 21.57 10.38 2.92
H 21.51 11.27 2.30
H 22.23 10.48 3.79
H 21.86 9.53 2.31
H 19.52 11.11 3.57
H 19.68 9.77 2.50
H 18.65 8.21 3.90
C 21.31 5.22 10.08
C 20.25 6.09 9.42
C 20.07 7.50 10.06
O 20.52 6.20 8.05
H 22.32 5.63 10.09
H 21.43 4.26 9.57
H 20.94 4.97 11.07
H 19.34 5.50 9.37
H 19.14 8.00 9.80
H 20.84 8.18 9.70
H 20.10 7.46 11.15
C 25.97 6.28 7.09
C 24.84 5.49 7.79
C 25.26 5.20 9.32
O 26.33 4.28 9.49
C 26.34 3.09 8.67
N 23.66 6.29 7.64
H 25.84 6.62 6.06
H 26.97 5.86 7.19
H 26.02 7.22 7.64
H 24.69 4.62 7.15
H 24.39 4.68 9.71
H 25.40 6.07 9.96
H 26.62 3.15 7.62
H 25.44 2.49 8.74
H 27.07 2.45 9.18
H 23.03 5.83 8.27
H 23.90 7.14 8.13
C 23.00 6.04 2.78
C 23.99 6.69 3.68
C 25.15 7.55 3.03
O 24.57 8.41 2.04
C 25.48 9.33 1.48
N 23.27 7.55 4.52
H 22.34 6.78 2.33
H 22.33 5.36 3.30
H 23.59 5.44 2.07
H 24.45 5.95 4.34
H 26.03 7.04 2.63
H 25.67 8.17 3.76
H 25.94 10.10 2.10
H 24.95 9.87 0.70
H 26.25 8.77 0.94
H 24.07 8.10 4.80
H 22.78 8.25 3.98
C 22.26 11.00 6.83
C 22.78 9.76 7.48
C 23.00 9.79 9.00
O 23.65 8.57 9.48
C 23.95 8.64 10.92
N 21.78 8.68 7.16
H 22.89 11.82 7.16
H 21.21 11.25 6.99
H 22.30 10.90 5.75
H 23.69 9.42 7.00
H 22.04 10.01 9.46
H 23.60 10.67 9.24
H 24.95 8.24 11.08
H 23.15 8.16 11.48
H 23.97 9.68 11.25
H 21.39 8.34 8.03
H 21.02 9.14 6.67
*
```

[5]
# C8H11BO2S

A cluster of 2 separate species, C8H11BO2S in total in a non-equilibrium geometry (ωB97M-V with the def2-TZVPD basis set, the Open Molecules 2025 dataset).

Calculated values
energy relative to the best compared isomer or geometry (same formula, charge and spin) = 456.7 kJ/mol
HOMO level = -8.444 eV
LUMO = 0.264 eV
Kohn-Sham gap = 8.708 eV

The geometry in ORCA input format:
```
! RIJCOSX wB97M-V def2-TZVPD def2/J DEFGRID3
* xyz 0 1
B 1.93 -1.87 -0.03
C 0.52 -1.21 -0.06
C 0.86 0.22 0.30
C -2.81 0.03 -1.48
C -0.65 -1.80 -0.22
C 0.08 1.26 0.63
C -2.38 -0.58 -0.41
C 2.37 0.30 0.12
C 0.45 2.72 0.69
O 2.94 -1.01 0.22
O 2.08 -3.25 0.01
S -3.32 -0.81 1.01
H -3.74 0.37 -1.42
H -2.13 0.17 -2.38
H -0.83 -2.75 -0.55
H -0.92 1.15 0.79
H 2.72 0.77 -0.85
H 2.96 1.07 0.82
H -0.40 3.16 1.26
H 0.59 2.96 -0.40
H 1.33 2.79 1.13
H 2.84 -3.64 0.31
H -4.50 -0.03 0.53
*
```

[6]
# C4H11N2

The ion C4H11N2 with charge +1 in a non-equilibrium geometry (ωB97M-V with the def2-TZVPD basis set, the Open Molecules 2025 dataset).

Calculated values
energy relative to the best compared isomer or geometry (same formula, charge and spin) = 118.9 kJ/mol
HOMO level = -15.343 eV
LUMO = -4.579 eV
Kohn-Sham gap = 10.764 eV
structure (SMILES) = CCCNC=[NH2+]

The geometry in ORCA input format:
```
! RIJCOSX wB97M-V def2-TZVPD def2/J DEFGRID3
* xyz 1 1
C -1.94 -0.62 -1.47
C -0.57 -0.07 -1.90
C 0.54 -0.43 -0.94
N 0.22 0.04 0.43
C 1.09 0.20 1.36
N 0.89 0.90 2.49
H -2.20 -0.37 -0.43
H -1.94 -1.70 -1.60
H -2.76 -0.13 -1.99
H -0.56 1.02 -2.04
H -0.36 -0.49 -2.87
H 1.50 -0.05 -1.28
H 0.68 -1.51 -0.86
H -0.57 0.67 0.47
H 2.11 -0.15 1.20
H 0.32 0.65 3.28
H 1.65 1.50 2.77
*
```

[7]
# C13H21FInO2

A structure of composition C13H21FInO2 (ωB97M-V with the def2-TZVPD basis set, the Open Molecules 2025 dataset).

Calculated values
HOMO level = -4.803 eV
LUMO = 2.970 eV
Kohn-Sham gap = 7.773 eV

The geometry in ORCA input format:
```
! RIJCOSX wB97M-V def2-TZVPD def2/J DEFGRID3
* xyz -1 1
C 0.69 -2.52 4.02
O 1.90 -1.94 3.58
C 1.72 -0.94 2.59
C 1.12 0.36 3.13
C 0.19 1.07 2.13
C 0.88 1.49 0.81
In -0.47 1.66 -0.92
F -1.69 3.25 -0.60
C 0.58 2.03 -2.85
O 1.97 2.31 -2.64
C 2.68 2.42 -3.83
C -1.73 -0.15 -1.21
C -2.71 -0.27 -2.20
C -3.42 -1.44 -2.41
C -3.17 -2.56 -1.63
C -2.21 -2.48 -0.62
C -1.51 -1.30 -0.43
H -0.14 -2.30 3.34
H 0.82 -3.61 4.07
H 0.41 -2.17 5.02
H 2.71 -0.77 2.17
H 1.09 -1.34 1.78
H 0.57 0.13 4.05
H 1.93 1.04 3.41
H -0.68 0.42 1.95
H -0.21 1.97 2.61
H 1.29 2.49 0.93
H 1.72 0.84 0.57
H 0.13 2.86 -3.40
H 0.49 1.12 -3.47
H 3.69 2.78 -3.61
H 2.20 3.13 -4.53
H 2.76 1.45 -4.35
H -2.93 0.59 -2.84
H -4.17 -1.50 -3.20
H -3.72 -3.49 -1.78
H -2.00 -3.35 0.01
H -0.75 -1.27 0.35
*
```

[8]
# C3H10N2O2

A cluster of 3 separate species, C3H10N2O2 in total (ωB97M-V with the def2-TZVPD basis set, the Open Molecules 2025 dataset).

Calculated values
energy relative to the best compared isomer or geometry (same formula, charge and spin) = 467.4 kJ/mol
HOMO level = -9.187 eV
LUMO = 0.708 eV
Kohn-Sham gap = 9.895 eV
structure (SMILES) = NN=O.C=C.CO

The geometry in ORCA input format:
```
! RIJCOSX wB97M-V def2-TZVPD def2/J DEFGRID3
* xyz 0 1
C 1.03 2.01 0.19
C 0.21 -2.26 -0.02
C 1.42 0.96 -0.50
N -1.10 1.07 1.19
N -1.86 0.79 0.16
O -0.73 0.11 1.85
O -0.70 -1.74 -0.97
H 0.34 -1.57 0.81
H -0.26 -1.02 -1.43
H -2.17 1.56 -0.40
H -2.06 -0.18 -0.11
H 1.32 2.15 1.22
H 0.42 2.79 -0.24
H 1.18 -2.49 -0.48
H -0.23 -3.18 0.36
H 1.14 0.82 -1.54
H 2.05 0.19 -0.07
*
```

[9]
# C34H26ClGeN3O2Tl

A structure of composition C34H26ClGeN3O2Tl in a non-equilibrium geometry (ωB97M-V with the def2-TZVPD basis set, the Open Molecules 2025 dataset).

Calculated values
HOMO level = -11.216 eV
LUMO = -3.172 eV
Kohn-Sham gap = 8.044 eV

The geometry in ORCA input format:
```
! RIJCOSX wB97M-V def2-TZVPD def2/J DEFGRID3
* xyz 1 1
Tl 11.18 11.91 3.89
C 7.55 15.18 5.11
C 6.56 14.47 5.74
C 6.80 13.11 6.06
C 7.99 12.52 5.79
N 9.02 13.25 5.24
C 8.80 14.52 4.93
C 8.18 11.04 5.88
C 7.13 10.27 6.44
C 7.31 8.92 6.69
C 8.56 8.42 6.40
C 9.61 9.21 5.85
N 9.39 10.52 5.58
C 10.96 8.67 5.69
C 11.38 7.65 6.56
C 12.58 7.01 6.26
C 13.37 7.47 5.17
C 12.82 8.51 4.35
N 11.69 9.13 4.61
H 7.48 16.19 4.77
H 5.66 14.95 6.12
H 5.95 12.54 6.42
H 9.64 15.06 4.46
H 6.25 10.83 6.69
H 6.57 8.20 7.03
H 8.89 7.40 6.59
H 10.80 7.46 7.41
H 12.89 6.17 6.88
H 14.24 6.90 4.87
H 13.39 8.86 3.44
Cl 15.30 9.35 9.45
C 14.40 10.59 8.71
C 13.41 11.30 9.40
C 12.62 12.27 8.73
C 12.92 12.67 7.38
O 12.16 13.68 6.85
C 14.01 12.00 6.68
C 14.28 12.16 5.29
O 13.60 12.80 4.44
C 14.68 10.94 7.36
H 13.17 11.07 10.44
H 11.74 12.65 9.25
H 15.23 11.67 5.03
H 15.39 10.26 6.82
Ge 12.69 15.26 6.27
C 11.63 16.48 7.34
C 11.61 16.36 8.72
C 10.72 17.11 9.50
C 9.99 18.11 8.87
C 10.04 18.23 7.48
C 10.92 17.49 6.71
C 14.52 16.00 6.40
C 14.80 17.02 7.38
C 16.05 17.60 7.42
C 17.11 17.25 6.56
C 16.80 16.27 5.58
C 15.52 15.70 5.48
H 12.20 15.22 4.75
H 12.26 15.63 9.25
H 10.66 16.99 10.58
H 9.18 18.63 9.41
H 9.33 18.93 7.06
H 10.90 17.61 5.62
H 14.04 17.21 8.06
H 16.20 18.38 8.13
H 18.09 17.73 6.66
H 17.61 15.99 4.87
H 15.31 14.97 4.70
*
```

[10]
# C2H9N2

A cluster of 2 separate species, C2H9N2 in total in a non-equilibrium geometry (ωB97M-V with the def2-TZVPD basis set, the Open Molecules 2025 dataset).

Calculated values
energy relative to the best compared isomer or geometry (same formula, charge and spin) = 282.9 kJ/mol
HOMO level = -13.676 eV
LUMO = -3.800 eV
Kohn-Sham gap = 9.877 eV

The geometry in ORCA input format:
```
! RIJCOSX wB97M-V def2-TZVPD def2/J DEFGRID3
* xyz 1 1
C -0.81 0.23 1.52
C -0.28 -0.24 -0.45
N 0.58 -1.34 -0.53
N 0.46 0.98 -1.08
H -0.85 -0.87 1.77
H -1.67 0.87 1.61
H 0.07 0.59 1.99
H -1.24 -0.50 -0.78
H 0.20 -2.18 -0.33
H 1.39 -1.19 -0.02
H 0.42 1.93 -0.57
H 0.30 1.11 -2.14
H 1.41 0.60 -1.00
*
```

[11]
# C5H12

A cluster of 4 separate species, C5H12 in total in a non-equilibrium geometry (ωB97M-V with the def2-TZVPD basis set, the Open Molecules 2025 dataset).

Calculated values
energy relative to the best compared isomer or geometry (same formula, charge and spin) = 602.3 kJ/mol
HOMO level = -10.170 eV
LUMO = 0.628 eV
Kohn-Sham gap = 10.798 eV

The geometry in ORCA input format:
```
! RIJCOSX wB97M-V def2-TZVPD def2/J DEFGRID3
* xyz 0 1
C -1.92 -0.74 0.13
C -1.43 0.66 -0.26
C 0.05 0.84 0.10
C 0.93 -0.39 -0.33
C 2.31 -0.13 0.03
H -3.28 -0.42 0.86
H -1.02 -1.47 1.14
H -2.04 -1.61 -1.12
H -1.92 1.58 0.20
H -1.67 0.84 -1.34
H 0.00 1.00 1.19
H 0.51 1.87 -0.18
H 0.57 -1.29 0.20
H 0.86 -0.65 -1.39
H 2.98 -0.91 -0.11
H 2.42 0.02 1.19
H 2.65 0.80 -0.33
*
```

[12]
# C3H7N3O

An isolated molecule of C3H7N3O (ωB97M-V with the def2-TZVPD basis set, the Open Molecules 2025 dataset).

Calculated values
energy relative to the best compared isomer or geometry (same formula, charge and spin) = 52.0 kJ/mol
HOMO level = -9.918 eV
LUMO = 0.847 eV
Kohn-Sham gap = 10.765 eV
structure (SMILES) = [H]/N=C/NC(=O)NC

The geometry in ORCA input format:
```
! RIJCOSX wB97M-V def2-TZVPD def2/J DEFGRID3
* xyz 0 1
C -0.94 -2.10 -0.79
N -0.13 -1.37 0.19
C -0.48 0.03 0.24
O -1.60 0.47 0.31
N 0.64 0.82 0.18
C 0.60 2.20 0.16
N 1.66 2.87 0.01
H -0.61 -1.83 -1.80
H -2.01 -1.88 -0.70
H -0.77 -3.17 -0.65
H -0.30 -1.75 1.11
H 1.54 0.37 0.04
H -0.42 2.59 0.29
H 1.45 3.87 0.01
*
```

[13]
# C4H9NO

A cluster of 2 separate species, C4H9NO in total (ωB97M-V with the def2-TZVPD basis set, the Open Molecules 2025 dataset).

Calculated values
energy relative to the best compared isomer or geometry (same formula, charge and spin) = 491.5 kJ/mol
HOMO level = -7.978 eV
LUMO = 0.641 eV
Kohn-Sham gap = 8.619 eV

The geometry in ORCA input format:
```
! RIJCOSX wB97M-V def2-TZVPD def2/J DEFGRID3
* xyz 0 1
C 2.27 -0.68 -0.38
C -2.45 -0.66 0.27
C -0.37 0.79 0.09
N 0.12 1.96 0.44
C -1.06 -0.26 -0.09
O 1.14 -0.27 -1.08
H 0.27 2.65 -0.28
H 0.78 1.99 1.20
H -0.08 -0.78 -0.73
H 2.03 -1.20 0.57
H 2.91 0.18 -0.12
H 2.90 -1.36 -0.97
H -2.43 -1.57 0.87
H -3.01 -0.90 -0.63
H -2.99 0.11 0.83
*
```

no.,molecular weight (g/mol),electronic energy (Eh)
1,1056.85,-6238.5332
2,124.23,-990.6592
3,257.05,-758.0713
4,719.09,-2400.5934
5,182.05,-884.8441
6,87.15,-268.2596
7,343.12,-948.4151
8,106.12,-380.1587
9,821.05,-4335.3651
10,61.11,-190.7665
11,72.15,-197.4797
12,101.11,-358.0301
13,87.12,-287.6453